a) Molecular formula: C4H5O2S
Method: DFT, ωB97M-V/def2-TZVPD

Last column: Löwdin charge in e.
CARTESIAN COORDINATES (ANGSTROEM)
C 2.044 -2.379 -0.393  -0.17
C 1.273 -1.470 -0.336  -0.12
C 0.257 1.274 0.272  -0.20
C -0.463 0.219 -0.376  -0.29
O -2.044 -0.073 1.716  -0.55
O -2.734 0.598 -0.627  -0.57
S -2.053 -0.420 0.289  0.62
H 2.871 -3.101 -0.310  -0.02
H 1.109 1.383 -0.379  0.06
H -0.229 2.291 0.217  0.11
H 0.516 1.238 1.331  0.08
H -0.547 0.440 -1.404  0.05

As for the total charge: -1. For the HOMO energy (alpha / beta), the calculation gives -4.148 / -4.148 eV. The HOMO-LUMO gap (alpha / beta) comes out at 7.81 / 7.81 eV. For the LUMO energy (alpha / beta), the calculation gives 0.134 / 0.134 hartree.

=====

b) Molecular formula: C4H5O2S
Method: DFT, ωB97M-V/def2-TZVPD

Last column: Löwdin charge in e.
CARTESIAN COORDINATES (ANGSTROEM)
C -2.476 0.815 0.053  -0.67
C -0.544 0.383 -0.395  -0.54
C 0.395 -0.677 0.129  -0.62
C 1.883 -0.341 0.349  -0.13
O -3.040 1.174 -0.933  0.00
O -2.656 0.411 1.169  -0.01
S -0.291 -0.914 -1.581  0.68
H 0.015 1.416 -0.599  0.09
H 0.087 -1.458 0.751  0.06
H 1.942 0.413 1.074  0.04
H 2.278 0.048 -0.594  0.06
H 2.407 -1.269 0.577  0.06

As for the total charge: -1. For the HOMO energy, the calculation gives -2.992 eV. The HOMO-LUMO gap comes out at 6.65 eV. For the LUMO energy, the calculation gives 0.135 hartree.

=====

c) Molecular formula: C4H5O2S
Method: DFT, ωB97M-V/def2-TZVPD

Last column: Löwdin charge in e.
CARTESIAN COORDINATES (ANGSTROEM)
C -1.157 -0.366 1.501  -0.14
C -0.132 -0.429 0.409  -0.27
C -0.458 -0.477 -0.880  -0.61
S 0.642 -0.455 -2.220  0.66
C 1.850 1.057 -1.335  -0.89
O 1.320 2.098 -1.542  -0.02
O 2.785 0.541 -0.812  -0.03
H -2.156 -0.246 1.082  0.06
H -1.146 -1.277 2.107  0.06
H -0.953 0.477 2.161  0.06
H 0.903 -0.392 0.714  0.08
H -1.500 -0.531 -1.184  0.04

As for the total charge: -1. For the HOMO energy, the calculation gives -3.261 eV. The HOMO-LUMO gap comes out at 7.10 eV. The structure (SMILES) is C/C=C/SC(=O)[O-]. For the LUMO energy, the calculation gives 0.141 hartree.

=====

c) (135.4 kJ/mol below the next structure)

=====

a) Molecular formula: C6H4O
Method: DFT, ωB97M-V/def2-TZVPD

Last column: Löwdin charge in e.
CARTESIAN COORDINATES (ANGSTROEM)
C 2.979 -0.886 0.659  0.15
C 2.134 -0.027 0.636  -0.03
C 1.204 1.098 0.614  -0.45
O 1.506 2.170 1.095  0.11
C -0.075 0.795 0.002  0.06
C -1.117 0.345 -0.408  -0.04
C -2.359 -0.328 -0.769  -0.09
H 3.770 -1.603 0.689  0.04
H -3.147 0.363 -1.078  0.08
H -2.699 -0.865 0.122  0.09
H -2.195 -1.062 -1.563  0.08

For the HOMO energy, the calculation gives -10.255 eV. The HOMO-LUMO gap comes out at 10.00 eV. The structure (SMILES) is C#CC(=O)C#CC. For the LUMO energy, the calculation gives -0.009 hartree.

=====

b) Molecular formula: C6H4O
Method: DFT, ωB97M-V/def2-TZVPD

Last column: Löwdin charge in e.
CARTESIAN COORDINATES (ANGSTROEM)
C -1.693 1.146 -0.520  -0.02
C -1.292 0.195 0.217  0.02
C 0.721 0.427 -0.051  -0.03
C -0.059 -0.460 0.550  -0.20
C 0.144 -1.788 1.106  -0.20
C -0.161 1.408 -0.819  -0.19
O 1.212 -2.248 1.478  0.06
H 1.773 0.272 -0.387  0.14
H -0.721 -2.458 1.100  0.13
H 0.141 1.036 -1.955  0.19
H -0.066 2.472 -0.719  0.10

For the HOMO energy, the calculation gives -9.694 eV. The HOMO-LUMO gap comes out at 9.08 eV. For the LUMO energy, the calculation gives -0.022 hartree.

=====

c) Molecular formula: C6H4O
Method: DFT, ωB97M-V/def2-TZVPD

Last column: Löwdin charge in e.
CARTESIAN COORDINATES (ANGSTROEM)
C -1.180 -0.220 1.015  -0.36
C -2.203 -0.908 1.324  0.21
C 1.490 -1.059 -1.975  -0.04
C 0.599 -0.867 -1.231  0.01
C 0.141 0.421 1.429  0.00
C -0.375 0.587 0.068  -0.28
O -0.543 1.771 -0.589  0.11
H 2.110 -1.774 -2.447  0.01
H 0.044 0.998 2.301  0.11
H 0.755 -0.487 1.539  0.13
H -0.837 1.538 -1.435  0.09

For the HOMO energy, the calculation gives -10.454 eV. The HOMO-LUMO gap comes out at 9.21 eV. For the LUMO energy, the calculation gives -0.046 hartree.

=====

a) (233.4 kJ/mol below the next structure)

=====

a) Molecular formula: C6H4O
Method: DFT, ωB97M-V/def2-TZVPD

Last column: Löwdin charge in e.
CARTESIAN COORDINATES (ANGSTROEM)
C 2.826 -0.911 0.733  0.15
C 2.060 0.014 0.644  -0.03
C 1.202 1.195 0.566  -0.45
O 1.556 2.262 1.020  0.11
C -0.081 0.925 -0.053  0.06
C -1.111 0.422 -0.430  -0.04
C -2.280 -0.377 -0.772  -0.08
H 3.545 -1.697 0.826  0.04
H -3.214 0.189 -0.761  0.08
H -2.344 -1.171 -0.022  0.09
H -2.158 -0.850 -1.751  0.09

For the HOMO energy, the calculation gives -10.259 eV. The HOMO-LUMO gap comes out at 10.02 eV. The structure (SMILES) is C#CC(=O)C#CC. For the LUMO energy, the calculation gives -0.009 hartree.

=====

b) Molecular formula: C6H4O
Method: DFT, ωB97M-V/def2-TZVPD

Last column: Löwdin charge in e.
CARTESIAN COORDINATES (ANGSTROEM)
C 1.164 -0.390 -1.104  -0.05
C 0.345 -0.646 0.086  -0.21
C 0.075 -1.538 1.022  0.03
C -0.917 -0.642 1.598  -0.40
O -1.678 -0.601 2.510  0.14
C -0.799 0.606 0.526  -0.09
C -1.075 1.691 0.020  0.24
H 1.860 -1.227 -1.108  0.09
H 1.731 0.541 -1.065  0.09
H 0.580 -0.419 -2.024  0.09
H -1.285 2.626 -0.462  0.06

For the HOMO energy (alpha / beta), the calculation gives -8.755 / -8.757 eV. The HOMO-LUMO gap (alpha / beta) comes out at 7.02 / 7.03 eV. For the LUMO energy (alpha / beta), the calculation gives -0.064 / -0.064 hartree.

=====

c) Molecular formula: C6H4O
Method: DFT, ωB97M-V/def2-TZVPD

Last column: Löwdin charge in e.
CARTESIAN COORDINATES (ANGSTROEM)
C -1.719 0.542 -0.660  -0.05
C -0.229 0.415 -0.427  -0.39
C 0.626 1.044 -1.199  0.30
C 0.230 -0.431 0.716  -0.42
O -0.562 -0.951 1.472  0.12
C 1.673 -0.589 0.860  -0.04
C 2.867 -0.711 0.951  0.17
H -1.947 1.246 -1.464  0.08
H -2.192 0.885 0.265  0.09
H -2.128 -0.438 -0.920  0.09
H 3.928 -0.823 1.040  0.05

For the HOMO energy, the calculation gives -10.702 eV. The HOMO-LUMO gap comes out at 9.77 eV. For the LUMO energy, the calculation gives -0.034 hartree.

=====

d) Molecular formula: C6H4O
Method: DFT, ωB97M-V/def2-TZVPD

Last column: Löwdin charge in e.
CARTESIAN COORDINATES (ANGSTROEM)
C 2.352 -0.111 0.114  0.15
C 1.959 -0.270 -1.065  0.01
C 0.559 -0.116 -0.477  -0.42
C -0.189 0.963 -0.089  -0.03
C -1.486 0.453 0.237  -0.06
C -1.419 -0.887 0.045  -0.11
O -0.182 -1.254 -0.381  0.03
H 2.718 0.006 1.116  0.09
H 0.150 1.990 -0.070  0.12
H -2.350 1.016 0.564  0.10
H -2.134 -1.690 0.147  0.12

For the HOMO energy, the calculation gives -8.228 eV. The HOMO-LUMO gap comes out at 8.58 eV. For the LUMO energy, the calculation gives 0.013 hartree.

=====

a) (65.4 kJ/mol below the next structure)